(1)
Computed, not measured: a structure of composition C3H6FeO3 in a non-equilibrium geometry, with the ωB97M-V functional and the def2-TZVPD basis.

Structure (XYZ):
```
13
Properties=species:S:1:pos:R:3:forces:R:3
Fe 2.314345 0.722816 -1.072961 0.077 0.240 -0.716
O -0.925398 0.672049 0.560550 -2.934 -0.685 -1.395
O -0.619683 -1.383299 -0.000174 -0.437 -1.550 1.086
O 0.474384 0.232186 -1.061654 1.606 0.344 -1.766
C -0.953448 2.080513 0.271101 -0.016 0.867 0.269
C -0.447590 -0.144263 -0.332141 1.556 1.668 2.538
C 0.526313 -2.225333 0.192126 -0.637 -1.343 -0.985
H 0.056387 2.399032 0.535091 0.250 0.768 0.289
H 1.093605 -1.769207 1.007270 0.298 0.365 0.645
H -1.166524 2.345258 -0.769414 0.160 -0.630 -0.255
H 0.198064 -3.234197 0.464684 -0.250 0.272 0.013
H -1.698469 2.557015 0.917125 0.239 -0.347 0.449
H 1.148017 -2.252570 -0.711609 0.090 0.030 -0.172
```
Positions in Å, forces in eV/Å.

Highest occupied orbital energy (alpha / beta) ... -26.910 / -25.899 eV
Total charge ... +3
HOMO-LUMO gap (alpha / beta) ... 10.3 / 5.8 eV
Multiplicity ... 6



(2)
Computed, not measured: the molecule C2H4N4O2 in a non-equilibrium geometry, with the ωB97M-V functional and the def2-TZVPD basis.

Structure (XYZ):
```
12
Properties=species:S:1:pos:R:3:forces:R:3
O 1.593036 -0.904288 0.747311 -2.022 2.120 0.979
O -1.725824 -1.605762 0.076943 3.189 -4.443 1.760
N 0.469968 -0.535702 -0.179456 2.508 -0.391 0.258
N -0.668944 1.533240 -0.299258 0.758 -1.949 0.112
N -0.730207 -0.587226 0.429907 0.061 -4.414 1.455
N 1.675915 1.447141 -0.781869 0.601 1.238 -0.825
C -1.331905 0.512913 0.168560 0.396 5.857 -1.426
C 0.597254 0.918740 -0.514332 -1.004 -0.289 0.998
H 2.370784 0.757636 -0.986196 0.691 -0.450 0.140
H -2.330112 0.546753 0.220477 -3.645 0.118 0.676
H 1.519427 -0.230028 1.553699 0.156 -1.838 -2.366
H -1.317006 -2.586065 0.507359 -1.689 4.442 -1.762
```
Positions in Å, forces in eV/Å.

Highest occupied orbital energy ... -9.675 eV
Total charge ... 0
HOMO-LUMO gap ... 9.6 eV



(3)
Computed, not measured: a structure of composition C5H9NO2, with the ωB97M-V functional and the def2-TZVPD basis.

Structure (XYZ):
```
17
Properties=species:S:1:pos:R:3:forces:R:3
O -1.643796 0.116372 1.593620 0.298 -0.199 -0.375
O -1.885473 -0.043135 -0.677932 0.194 -0.089 0.340
N 0.001111 1.043286 0.147973 -0.147 -0.441 0.321
C 0.959543 0.210550 -0.192068 -0.386 -0.349 -0.039
C -1.125722 0.096722 0.488680 -0.257 0.895 -0.268
C 0.497779 -1.096234 0.104980 0.547 0.085 -0.008
C 0.071727 2.439681 0.533389 -0.099 -0.077 0.129
C 0.764506 -2.258517 -0.812143 -0.015 -0.060 0.003
H 1.011032 2.865539 0.180927 -0.051 -0.039 -0.014
H -0.774992 2.970199 0.097484 0.069 0.009 0.012
H 1.816597 -2.335241 -1.109907 -0.016 0.036 -0.005
H 1.849255 0.557658 -0.715666 -0.035 -0.001 -0.063
H 0.167583 -2.173134 -1.724254 0.033 -0.020 0.032
H 0.506282 -1.319474 1.167958 -0.243 0.201 0.010
H -2.730684 -0.401513 -0.375485 0.078 0.003 0.036
H 0.495214 -3.197676 -0.327749 0.012 0.031 -0.050
H 0.020039 2.524918 1.620191 0.020 0.015 -0.062
```
Positions in Å, forces in eV/Å.

Highest occupied orbital energy ... -7.917 eV
Total charge ... 0
HOMO-LUMO gap ... 8.5 eV



(4)
Computed, not measured: a cluster of 13 separate species, C4H35NO13 in total in a non-equilibrium geometry, with the ωB97M-V functional and the def2-TZVPD basis.

Structure (XYZ):
```
53
Properties=species:S:1:pos:R:3:forces:R:3
O 2.085872 0.350332 3.817361 0.240 1.459 0.687
O 0.333731 -0.336825 -4.538607 -0.320 -0.014 -0.500
O -0.257812 -2.718604 2.021497 -0.852 -0.575 0.160
O -1.783476 3.144263 1.349130 0.664 -0.663 0.833
O -3.908133 2.403043 -0.535621 -0.147 0.377 -0.434
O 1.450903 -3.016382 -0.016018 -1.266 -0.649 -0.387
O 0.400922 2.606330 -1.678083 0.855 -0.353 -1.096
O -3.572948 0.602322 1.410567 0.112 -0.855 0.647
O -1.598999 -0.633300 2.742915 -0.084 -0.772 0.664
O 2.233607 3.617390 -0.172809 0.340 -0.100 -0.502
O 1.480065 1.697729 1.651713 -0.397 0.507 0.952
O 1.975265 -2.184767 3.585619 0.329 -0.652 -0.125
O -2.002560 0.933955 -3.333022 -0.903 0.645 -0.417
N 1.843290 -0.889964 -2.288731 -0.476 -0.165 0.087
C -0.871090 -3.097407 -0.942076 -0.031 1.376 -0.332
C 0.574913 -2.661805 -1.153011 0.780 -1.026 0.924
C 0.663590 -1.152692 -1.391265 1.454 -0.155 -1.359
C 0.857437 -0.393307 -0.104120 -1.190 -0.305 0.763
H -2.902813 0.008298 1.842422 -0.113 0.517 -0.364
H -1.289641 -2.747143 -1.892622 -0.434 -0.527 0.011
H -3.417931 1.605847 -0.756621 0.118 -0.138 -0.188
H 0.393559 -2.939088 2.696491 0.553 0.224 -0.198
H 0.996236 -3.279200 -1.950752 -0.192 0.582 -0.496
H 0.770913 0.679002 -0.093241 0.364 0.173 -1.026
H 2.774879 -2.480899 3.129526 -0.267 0.159 0.167
H 2.706920 4.173224 -0.800074 0.397 0.453 0.342
H 2.712756 -1.195791 -1.855619 -0.092 0.203 0.072
H 2.020632 2.487513 1.451193 -0.587 -0.013 -0.376
H 0.101326 -0.642173 0.648709 0.062 -0.392 -0.013
H 0.114645 2.530019 -2.631497 -0.371 0.081 1.288
H -0.276188 2.708707 -1.002871 -0.828 -0.006 -0.497
H -1.371430 -2.472598 -0.197545 0.066 -0.180 0.136
H 2.248867 -2.510532 -0.110651 0.585 0.316 -0.046
H -2.078812 1.173784 -4.281912 0.295 -0.319 0.863
H 0.903878 0.411814 -4.780872 -0.103 0.074 0.097
H -0.181188 -0.891119 -2.029577 -0.193 0.319 0.510
H 1.741794 3.095670 -0.855547 -0.352 -0.080 0.548
H -4.294820 0.566143 2.050138 0.025 0.203 -0.171
H -1.596107 3.981881 0.921027 -0.507 -0.272 -0.544
H -4.770664 2.055679 -0.293610 0.042 0.009 0.166
H 2.063284 0.952524 4.602740 0.028 -0.821 -1.278
H -1.281087 0.308816 -3.285507 0.574 -0.204 -0.459
H -2.417604 2.561702 0.887630 -0.041 0.926 -0.115
H 2.108029 0.898428 2.977136 -0.408 -0.140 0.676
H 0.586659 1.987498 1.963889 0.971 0.130 -0.576
H -0.733291 -0.230758 2.727925 0.308 0.608 -0.043
H -1.307110 -1.581361 2.778043 -0.355 0.512 -0.590
H -1.110954 -4.139281 -0.761351 0.415 -0.120 -0.033
H 1.827903 -0.681507 0.289820 0.066 0.379 0.260
H 1.893108 0.126836 -2.408830 0.215 -0.204 0.017
H 0.206306 -2.603797 1.170937 0.355 -0.276 0.796
H 0.946514 -0.988152 -4.172309 0.238 0.045 0.297
H 2.006855 -1.200299 3.597944 0.062 -0.304 0.201
```
Positions in Å, forces in eV/Å.

Highest occupied orbital energy (alpha / beta) ... 0.216 / -6.953 eV
Total charge ... -1
HOMO-LUMO gap (alpha / beta) ... 2.4 / 9.4 eV
Multiplicity ... 2



The records above give, respectively, ΔE to the lowest compared entry with this formula, charge and spin values of 0.0; 121.3; 66.2; 0.0 kcal per mole.
The records above give, respectively, total energy values of -1605.77567; -447.90905; -401.07120; -1206.24536 a.u..